1 | Density functional theory data (wB97M-V/def2-TZVPD) for C22H28AuN2O2S3Sb2 as an isolated structure.

Each line ends with the Löwdin charge.
CARTESIAN COORDINATES (ANGSTROEM)
Au  0.263  1.010  0.567  0.33
C  -0.516  4.574  -0.891  -0.28
Sb  -1.357  2.709  -0.335  1.30
C  -2.752  3.332  1.141  -0.27
C  -2.645  2.209  -1.971  -0.29
C  -1.836  2.241  -3.230  -0.30
C  -1.668  3.458  -3.885  -0.05
C  -0.890  3.575  -5.027  -0.04
C  -0.260  2.453  -5.539  -0.05
C  -0.434  1.234  -4.902  -0.05
C  -1.214  1.108  -3.755  -0.28
C  -1.413  -0.274  -3.236  -0.17
Sb  0.301  -1.142  -2.131  1.63
C  0.278  -2.973  -3.186  -0.22
C  2.067  -0.196  -2.767  -0.21
H  -1.302  5.316  -1.010  0.02
H  0.059  4.478  -1.809  0.01
H  0.156  4.885  -0.092  0.01
H  -3.347  4.160  0.761  0.02
H  -2.212  3.652  2.031  0.00
H  -3.398  2.498  1.408  0.02
H  -3.459  2.932  -1.986  0.08
H  -3.059  1.228  -1.744  0.06
H  -2.172  4.334  -3.494  0.12
H  -0.787  4.533  -5.516  0.12
H  0.343  2.521  -6.434  0.11
H  0.032  0.346  -5.318  0.12
H  -1.204  -1.022  -3.996  0.05
H  -2.282  -0.513  -2.633  0.07
H  0.321  -2.780  -4.257  0.03
H  -0.623  -3.539  -2.954  0.04
H  1.151  -3.550  -2.889  0.03
H  2.264  -0.493  -3.795  0.03
H  2.871  -0.541  -2.120  0.03
H  1.970  0.884  -2.695  0.02
C  0.539  -3.282  1.437  0.01
C  0.088  -2.269  0.434  -0.73
O  -0.983  -1.697  0.431  0.00
O  0.998  -2.021  -0.506  -0.29
H  -0.029  -3.161  2.354  0.09
H  1.604  -3.177  1.623  0.08
H  0.352  -4.277  1.029  0.10
S  -1.636  0.985  6.314  0.62
C  -0.479  1.002  5.147  -1.10
S  -0.002  -0.418  4.232  0.96
C  1.048  0.569  3.246  -1.13
N  1.072  1.807  3.596  0.01
N  0.251  2.046  4.660  -0.15
C  0.166  3.404  5.098  -0.21
C  0.177  4.403  4.133  -0.04
C  0.109  5.730  4.520  -0.08
C  0.028  6.059  5.866  -0.08
C  0.031  5.054  6.822  -0.06
C  0.105  3.722  6.446  -0.04
S  1.924  -0.061  1.867  0.50
H  0.270  4.131  3.090  0.09
H  0.124  6.511  3.771  0.10
H  -0.027  7.096  6.168  0.11
H  -0.018  5.306  7.872  0.11
H  0.111  2.939  7.189  0.09

Properties
total charge: +1
Kohn-Sham gap: 4.99 eV
HOMO: -0.357 hartree
2S+1: 1

2 | Density functional theory data (wB97M-V/def2-TZVPD) for C22H28AuN2O2S3Sb2 as an isolated structure.

Each line ends with the Löwdin charge.
CARTESIAN COORDINATES (ANGSTROEM)
Au  -0.163  0.267  -1.672  0.68
C  6.366  0.151  -1.277  -0.35
Sb  4.333  -0.439  -1.525  1.31
C  4.432  -1.836  0.102  -0.35
C  3.496  1.285  -0.454  -0.36
C  3.947  1.507  0.953  -0.27
C  5.082  2.273  1.221  -0.05
C  5.469  2.580  2.515  -0.06
C  4.711  2.137  3.590  -0.07
C  3.597  1.356  3.347  -0.04
C  3.219  1.016  2.044  -0.26
C  2.108  0.037  1.890  -0.22
Sb  0.155  0.396  1.017  1.52
C  -0.544  -1.561  1.472  -0.30
C  -1.134  1.452  2.285  -0.22
H  6.996  -0.698  -1.536  0.01
H  6.547  0.433  -0.242  0.00
H  6.607  0.982  -1.939  0.01
H  4.712  -1.337  1.032  0.01
H  5.209  -2.558  -0.150  0.01
H  3.496  -2.380  0.223  -0.01
H  2.428  1.152  -0.514  -0.04
H  3.774  2.117  -1.102  0.07
H  5.665  2.640  0.384  0.12
H  6.364  3.164  2.686  0.11
H  4.979  2.401  4.604  0.11
H  3.006  0.993  4.181  0.12
H  1.694  -0.297  2.845  0.07
H  2.416  -0.831  1.313  0.04
H  -0.344  -1.680  2.541  0.03
H  -0.013  -2.306  0.889  0.00
H  -1.610  -1.630  1.267  0.01
H  -1.182  0.908  3.228  0.04
H  -2.117  1.470  1.813  0.02
H  -0.769  2.464  2.412  0.03
C  0.879  4.308  -1.062  0.05
C  0.590  2.860  -0.893  -0.64
O  0.688  2.110  -1.892  -0.15
O  0.272  2.443  0.278  -0.21
H  1.312  4.490  -2.038  0.10
H  1.544  4.639  -0.266  0.11
H  -0.057  4.862  -0.966  0.11
S  -6.150  0.871  -0.638  0.68
C  -4.974  -0.195  -1.014  -1.07
S  -3.289  0.276  -0.881  0.91
C  -2.797  -1.273  -1.460  -1.06
N  -3.752  -2.072  -1.714  0.03
N  -4.980  -1.483  -1.471  -0.11
C  -6.125  -2.305  -1.785  -0.18
C  -5.921  -3.465  -2.524  -0.03
C  -7.002  -4.261  -2.857  -0.07
C  -8.286  -3.915  -2.456  -0.08
C  -8.469  -2.774  -1.697  -0.07
C  -7.395  -1.962  -1.354  -0.05
S  -1.107  -1.769  -1.634  0.57
H  -4.927  -3.739  -2.842  0.10
H  -6.835  -5.161  -3.436  0.11
H  -9.131  -4.532  -2.731  0.11
H  -9.459  -2.499  -1.357  0.11
H  -7.560  -1.083  -0.751  0.03

Properties
total charge: +1
Kohn-Sham gap: 4.74 eV
HOMO: -0.381 hartree
2S+1: 1

1 is favored, and the nearest alternative lies 1.086 eV above it.

1 | Density functional theory data (wB97M-V/def2-TZVPD) for a 2-piece molecular cluster, C8H17N overall.

Each line ends with the Löwdin charge.
CARTESIAN COORDINATES (ANGSTROEM)
C  1.688  1.111  -1.430  -0.10
C  1.009  -0.164  -1.831  -0.16
C  0.910  -1.271  -1.098  -0.45
C  0.209  -2.502  -1.599  -0.05
N  1.488  -1.442  0.158  0.11
H  1.160  1.969  -1.855  0.07
H  1.733  1.229  -0.352  0.04
H  2.712  1.137  -1.810  0.07
H  0.599  -0.173  -2.830  0.10
H  -0.171  -2.349  -2.605  0.07
H  0.896  -3.348  -1.607  0.08
H  -0.629  -2.756  -0.945  0.07
H  0.974  -2.051  0.774  0.08
H  1.767  -0.582  0.603  0.06
C  -0.026  1.369  2.152  -0.08
C  -1.115  0.461  1.634  -0.36
C  -1.556  0.538  0.205  -0.14
C  -2.451  1.049  1.289  -0.13
H  -0.207  1.619  3.198  0.08
H  0.950  0.890  2.091  0.05
H  0.004  2.293  1.580  0.08
H  -1.125  -0.513  2.104  0.12
H  -1.075  1.256  -0.439  0.09
H  -1.828  -0.375  -0.302  0.09
H  -2.575  2.117  1.386  0.10
H  -3.342  0.486  1.531  0.09

Properties
structure (SMILES): C/C=C(/C)N.CC1CC1
Kohn-Sham gap: 8.88 eV
HOMO: -0.289 hartree
2S+1: 1

2 | Density functional theory data (wB97M-V/def2-TZVPD) for C8H17N as an isolated structure.

Each line ends with the Löwdin charge.
CARTESIAN COORDINATES (ANGSTROEM)
C  1.353  0.083  0.145  -0.60
C  1.218  -0.103  -1.372  -0.05
C  1.830  1.514  0.440  -0.06
C  2.400  -0.922  0.686  -0.04
C  -2.646  -0.052  -1.259  -0.07
C  -2.256  0.189  0.198  -0.48
N  -3.174  0.164  1.142  0.02
H  -3.347  1.097  1.516  0.03
H  2.181  0.070  -1.854  0.09
H  0.495  0.601  -1.785  0.08
H  0.897  -1.113  -1.627  0.08
H  2.787  1.707  -0.046  0.08
H  1.105  2.242  0.076  0.08
H  1.956  1.669  1.512  0.08
H  3.367  -0.738  0.214  0.09
H  2.525  -0.815  1.764  0.09
H  2.099  -1.948  0.474  0.09
H  -3.179  0.814  -1.650  0.08
H  -1.759  -0.205  -1.874  0.05
H  -3.286  -0.931  -1.313  0.08
C  0.070  -0.184  0.883  -0.08
C  -0.900  -1.146  0.590  -0.05
H  -0.727  -1.795  -0.260  0.09
H  -1.554  1.097  0.191  0.12
H  -0.063  0.370  1.807  0.13
H  -1.391  -1.664  1.405  0.10

Properties
Kohn-Sham gap (alpha / beta): 7.72 / 7.67 eV
HOMO (alpha / beta): -0.282 / -0.281 hartree
2S+1: 1

1 is favored, and the nearest alternative lies 2.505 eV above it.

1 | Density functional theory data (wB97M-V/def2-TZVPD) for C3H4N4 as an isolated structure.

Each line ends with the Löwdin charge.
CARTESIAN COORDINATES (ANGSTROEM)
N  0.692  -0.235  1.845  0.13
C  0.111  -0.411  0.656  -0.42
N  -0.490  -1.375  0.175  0.15
H  0.686  -0.968  2.532  0.11
H  1.132  0.664  2.008  0.08
C  -0.868  -0.133  -1.902  0.00
N  -0.312  0.904  -1.597  0.10
C  0.339  1.064  -0.229  -0.40
N  0.927  1.963  0.282  0.13
H  -0.851  -1.097  -0.937  0.02
H  -1.366  -0.375  -2.833  0.11

Properties
Kohn-Sham gap (alpha / beta): 7.58 / 7.57 eV
HOMO (alpha / beta): -0.328 / -0.328 hartree
2S+1: 1

2 | Density functional theory data (wB97M-V/def2-TZVPD) for one molecule with the formula C3H4N4.

Each line ends with the Löwdin charge.
CARTESIAN COORDINATES (ANGSTROEM)
N  1.961  -0.190  -0.565  0.09
C  0.616  -0.234  -0.249  -0.25
C  0.127  0.751  0.587  -0.13
N  -1.153  0.676  1.006  0.05
C  -2.008  -0.144  0.470  -0.20
N  -1.695  -0.965  -0.669  -0.02
N  -0.473  -1.049  -1.057  0.06
H  2.539  0.580  -0.222  0.10
H  2.478  -0.957  -0.956  0.09
H  0.678  1.669  0.868  0.12
H  -3.069  -0.136  0.786  0.10

Properties
structure (SMILES): Nc1cncnn1
Kohn-Sham gap: 9.05 eV
HOMO: -0.323 hartree
2S+1: 1

3 | Density functional theory data (wB97M-V/def2-TZVPD) for one molecule with the formula C3H4N4.

Each line ends with the Löwdin charge.
CARTESIAN COORDINATES (ANGSTROEM)
N  -1.435  0.947  -0.965  0.14
C  -0.401  0.531  -0.176  -0.40
C  -0.473  -0.277  0.991  -0.09
N  0.436  -1.230  1.065  0.08
C  1.545  -1.071  0.334  -0.24
N  1.860  0.128  -0.146  0.01
N  0.843  0.907  -0.483  0.07
H  -2.295  0.430  -1.081  0.10
H  -1.205  1.616  -1.685  0.10
H  -1.134  -0.092  1.865  0.12
H  2.290  -1.866  0.243  0.11

Properties
structure (SMILES): Nc1cncnn1
Kohn-Sham gap: 9.39 eV
HOMO: -0.327 hartree
2S+1: 1

3 is favored, and the nearest alternative lies 0.517 eV above it.

1 | Density functional theory data (wB97M-V/def2-TZVPD) for one molecule with the formula C3H4N4.

Each line ends with the Löwdin charge.
CARTESIAN COORDINATES (ANGSTROEM)
N  -1.253  0.335  1.456  0.14
C  -0.349  0.316  0.442  -0.41
C  0.668  -0.659  0.406  -0.10
N  1.195  -1.032  -0.735  0.09
C  0.779  -0.289  -1.778  -0.23
N  0.227  0.907  -1.660  0.02
N  -0.339  1.244  -0.503  0.07
H  -1.374  -0.500  2.005  0.10
H  -1.646  1.198  1.788  0.10
H  1.120  -0.880  1.366  0.11
H  0.972  -0.639  -2.786  0.10

Properties
structure (SMILES): Nc1cncnn1
Kohn-Sham gap: 9.51 eV
HOMO: -0.336 hartree
2S+1: 1

2 | Density functional theory data (wB97M-V/def2-TZVPD) for one molecule with the formula C3H4N4.

Each line ends with the Löwdin charge.
CARTESIAN COORDINATES (ANGSTROEM)
N  2.250  -0.266  -0.780  0.10
C  0.937  -0.003  -0.950  -0.27
C  -1.286  -0.074  2.891  0.04
N  -1.751  0.036  1.813  -0.05
C  -2.058  0.162  0.468  -0.24
N  -1.202  0.046  -0.468  0.00
N  0.073  -0.285  -0.041  -0.01
H  2.932  0.064  -1.438  0.09
H  2.565  -0.612  0.114  0.10
H  0.654  0.460  -1.897  0.13
H  -3.091  0.387  0.226  0.11

Properties
Kohn-Sham gap: 9.60 eV
HOMO: -0.331 hartree
2S+1: 1

1 is favored, and the nearest alternative lies 0.911 eV above it.

1 | Density functional theory data (wB97M-V/def2-TZVPD) for one molecule with the formula C3H4N4.

Each line ends with the Löwdin charge.
CARTESIAN COORDINATES (ANGSTROEM)
N  1.793  -0.337  -0.765  0.09
C  0.574  0.094  -0.192  -0.58
C  0.461  1.169  0.742  -0.06
N  0.285  0.044  1.297  0.19
C  -2.604  -0.181  0.072  0.10
N  -1.577  -0.315  -0.523  -0.14
N  -0.494  -0.260  -1.101  0.09
H  2.563  -0.205  -0.126  0.08
H  1.731  -1.314  -1.034  0.08
H  0.451  2.217  1.025  0.11
H  -3.182  -0.912  0.605  0.05

Properties
Kohn-Sham gap: 9.49 eV
HOMO: -0.316 hartree
2S+1: 1

2 | Density functional theory data (wB97M-V/def2-TZVPD) for one molecule with the formula C3H4N4.

Each line ends with the Löwdin charge.
CARTESIAN COORDINATES (ANGSTROEM)
C  0.212  0.399  0.108  0.04
C  0.194  -1.007  -0.151  0.00
C  -1.269  -0.360  -0.025  -0.46
N  -2.004  0.802  -0.078  0.03
N  -3.240  0.376  -0.093  -0.07
N  -3.296  -0.895  -0.073  -0.08
N  -2.115  -1.423  0.022  0.04
H  0.276  1.098  -0.715  0.12
H  0.313  0.831  1.091  0.12
H  0.361  -1.651  0.704  0.13
H  0.456  -1.402  -1.115  0.12

Properties
structure (SMILES): C1CC12N=NN=N2
Kohn-Sham gap: 9.51 eV
HOMO: -0.378 hartree
2S+1: 1

3 | Density functional theory data (wB97M-V/def2-TZVPD) for one molecule with the formula C3H4N4.

Each line ends with the Löwdin charge.
CARTESIAN COORDINATES (ANGSTROEM)
C  0.341  -0.390  -1.391  -0.20
N  1.334  -0.571  -0.581  0.08
C  1.317  0.130  0.621  -0.23
N  0.350  0.237  1.457  0.04
N  -0.929  -0.232  1.053  -0.01
C  -1.394  0.370  -0.107  -0.20
N  -0.793  0.401  -1.225  0.08
H  0.346  -0.955  -2.308  0.10
H  2.256  0.596  0.891  0.11
H  -1.555  -0.012  1.801  0.10
H  -2.371  0.857  -0.055  0.12

Properties
structure (SMILES): C1=NC=NNC=N1
Kohn-Sham gap: 9.40 eV
HOMO: -0.338 hartree
2S+1: 1

3 is favored, and the nearest alternative lies 2.870 eV above it.